[1]
The following is a quantum chemistry calculation of a gas-phase ion, C5H14N3O (charge +1), from the OMol25 dataset.

Structure (XYZ):
```
23
Properties=species:S:1:pos:R:3
O 0.1080 1.5210 1.3667
H -1.6649 1.6969 -0.8056
H -1.4882 -1.5539 0.7132
H -1.0782 -2.3761 -1.8623
H 2.9420 0.0540 1.7034
H 0.3910 -0.8103 2.2151
N 2.2527 0.8463 1.7455
N -0.8840 -0.6817 0.6080
C -0.4689 -1.4366 -1.7656
H 1.2730 1.5750 -0.9170
H -1.5398 0.0772 0.8692
H 0.2176 1.5867 2.2888
C 1.1765 0.6501 0.8628
H 1.1823 -1.5597 0.9480
C -1.6601 0.7642 -1.3713
C 0.4640 -0.7136 1.1984
C -0.8939 -0.3540 -0.8664
H 2.7166 1.7282 1.6766
H -2.6712 0.5240 -1.3418
H -1.6217 0.9465 -2.3765
H -0.5634 -1.2653 -2.7819
H 0.4159 -1.8533 -1.5499
N 1.3947 0.6343 -0.5573
```

The value obtained for the gap between HOMO and LUMO (alpha / beta) is 7.859 / 9.529 eV. Its charge is +1. The relative energy (zero: lowest compared OMol25 entry of this formula, charge and spin) is 5.487 eV. The value obtained for the strongest force on any atom is 3.89 eV/A. Its total energy is -438.01222 a.u.

Here are the natural (NBO) charges for atoms 1 to 4, given in e: -0.770 0.261 0.451 0.247

***

[2]
The following is a quantum chemistry calculation of a molecular structure, C3H4N2, from the OMol25 dataset.

Structure (XYZ):
```
9
Properties=species:S:1:pos:R:3
H -0.8208 -0.9218 1.3123
C 0.6486 -0.4280 -0.6552
H 1.3086 1.1021 0.9404
N -0.7766 0.8537 0.2296
C -0.5775 -0.0099 -0.9605
C 0.5593 0.3900 0.6141
H -1.2494 -0.0432 -1.8097
N -0.5449 0.0516 1.4530
H 1.4333 -0.9951 -1.1390
```

The value obtained for the gap between HOMO and LUMO is 10.518 eV. The relative energy (zero: lowest compared OMol25 entry of this formula, charge and spin) is 4.188 eV. The value obtained for the strongest force on any atom is 0.45 eV/A. Its total energy is -226.07127 a.u.

Here are the natural (NBO) charges for atoms 1 to 4, given in e: 0.343 -0.277 0.209 -0.277

***

[3]
The following is a quantum chemistry calculation of a single C11H13NOS molecule, from the OMol25 dataset.

Structure (XYZ):
```
27
Properties=species:S:1:pos:R:3
H 3.8287 0.7636 1.6028
S 0.1130 2.7625 -1.2706
H 2.6658 -0.2187 2.2886
C -1.2994 0.4542 0.2233
C -0.2503 1.0818 -1.7762
C 1.0265 -1.1105 0.0953
C -1.4571 -0.8876 0.4530
C -0.2406 -1.6550 0.0023
C -0.3911 -3.1271 -0.2345
N 1.9710 1.0644 0.8921
H -0.6476 -3.2048 -1.2225
C 1.0864 0.3399 0.2598
H 1.9746 -1.7494 0.1086
H -1.4141 -0.4018 -2.3884
H 0.5131 -3.7184 -0.0942
H -2.4606 2.2161 -0.0811
C -2.2148 1.4717 0.7384
H -1.5691 2.2111 1.2617
C -0.1317 1.0519 -0.3607
H -1.1478 -3.5183 0.5068
H 2.5471 1.4641 2.6594
C 2.7485 0.7555 1.9203
H -0.7334 0.6399 -3.8092
H -2.2627 -1.4682 0.8614
H -2.9714 1.1774 1.3828
O 1.5338 3.1938 -1.2762
C -0.8172 0.4118 -2.7433
```

The spin multiplicity is 3. The value obtained for the gap between HOMO and LUMO (alpha / beta) is 6.174 / 6.112 eV. The relative energy (zero: lowest compared OMol25 entry of this formula, charge and spin) is 0.590 eV. The value obtained for the strongest force on any atom is 5.68 eV/A. Its total energy is -954.81641 a.u.

Here are the natural (NBO) charges for atoms 1 to 4, given in e: 0.211 1.207 0.158 0.060

***

[4]
The following is a quantum chemistry calculation of a molecular structure, C43H51IrNP2SSe2, from the OMol25 dataset.

Structure (XYZ):
```
101
Properties=species:S:1:pos:R:3
C -2.4490 -0.2569 -0.3108
H -4.4490 0.5038 -0.4988
C -0.5935 -3.2735 3.0957
C -2.2506 -2.3848 -1.6284
C 3.3525 0.6916 1.4138
Se -0.3525 3.1399 -0.0513
Ir 0.7303 0.9520 -0.0300
C 0.5154 -4.3061 2.9213
C 5.4719 1.0070 0.2953
H 0.4424 -3.4745 -3.3217
H -1.8359 3.8136 4.5850
C 2.6803 0.8954 0.2016
H -5.2504 0.7395 3.0873
H -1.8449 -2.7225 -2.5812
H -2.1040 -3.1937 -0.9113
C -0.7065 1.6480 -3.3940
H 5.2529 0.5574 2.3805
C 0.8986 4.8143 2.8101
C 0.3155 -2.5002 0.8604
H 3.9017 -4.8042 -2.4447
H -2.8419 -0.8908 0.4852
C 1.0675 2.0388 -5.5601
H 2.8044 0.4991 2.3230
H -2.2427 1.9851 -4.8308
C -0.9254 4.3472 4.3423
H 2.9697 -2.5414 -0.7286
H 3.0859 -1.0061 -1.5549
H -1.3689 -1.6288 1.9318
H -3.4418 -0.5049 -3.1751
C -1.1767 1.9087 -4.6637
H 5.3961 1.4629 -1.8037
C 1.5430 1.7797 -4.2773
C 0.7442 5.9779 4.9065
C -0.2988 2.0926 -5.7403
H 0.6647 -4.8711 3.8403
C -0.4116 5.2770 5.2290
H -6.5131 2.8010 2.5919
H 1.1349 6.7129 5.5975
H 0.2068 -5.0346 2.1656
N 1.3454 1.3113 -2.0136
C 1.8290 -3.6236 2.4988
H -2.8717 4.8576 1.7116
H 2.9330 -4.5625 -3.8773
H 2.4371 -3.3977 3.3761
H -0.1672 -3.7678 -1.7206
P 0.2068 -1.3024 -0.5179
H -3.3195 1.2599 -1.5918
C -0.2622 4.1149 3.1333
H 1.3925 -1.5050 2.4372
H -1.3855 1.5439 -2.5592
H 1.4108 -5.5058 -2.3025
P -0.9016 2.8305 2.0782
C -4.7695 3.9509 2.1086
C 3.0693 -4.2269 -2.8483
C 3.4020 -2.7230 -2.8289
C -3.6033 0.2974 -1.1576
H 0.9910 -1.3582 -2.7307
H 2.4437 -2.0350 1.1447
H -2.7886 0.7142 2.8688
H -5.0613 -0.5519 -2.5219
S 3.1931 1.7076 -3.7387
C 3.4423 1.1847 -0.9592
H 2.0481 -4.5785 -0.9714
H -0.9166 5.4631 6.1668
H 4.4798 -2.5693 -2.7741
H -1.4907 -3.7300 3.5135
H 1.7462 2.2018 -6.3859
C 4.8229 1.2409 -0.9117
C -3.3912 3.9500 1.9979
C 2.7167 -2.0242 -1.6571
H 2.2896 6.3067 3.4548
C -4.7279 1.6323 2.7712
C -5.4356 2.7929 2.4965
C 1.3962 5.7501 3.7026
C 1.8077 -4.5253 -2.0379
C 2.6462 1.3899 -2.1527
C -0.9400 -2.6124 1.7504
C -3.3452 1.6172 2.6524
C -1.5036 -1.1008 -1.1850
Se 0.0355 0.8521 2.3491
H -4.1705 -2.8421 -2.4913
H 1.4078 4.6344 1.8718
H -0.2731 -2.5131 3.8141
H 3.0708 -2.2454 -3.7566
H -1.2915 -0.5265 -2.0945
C 1.1982 -2.0292 -1.8889
C 4.7389 0.7317 1.4447
H 0.4432 -3.4457 0.3205
C 0.7254 -3.4739 -2.2666
H 2.4192 -4.3019 1.8787
H -1.9389 0.5666 0.1921
C 0.6723 1.5641 -3.2051
H -4.2731 -2.2821 -0.8401
C -3.7574 -2.1175 -1.7899
H 6.5516 1.0457 0.3398
C -2.6803 2.7762 2.2635
H -1.6988 -3.2029 1.2336
H -5.3254 4.8551 1.9023
H -0.6975 2.2965 -6.7243
C -4.0133 -0.6910 -2.2592
C 1.5675 -2.3198 1.7297
```

The spin multiplicity is 2. The value obtained for the gap between HOMO and LUMO (alpha / beta) is 7.449 / 5.625 eV. Its charge is +2. The relative energy (zero: lowest compared OMol25 entry of this formula, charge and spin) is 0.017 eV. The value obtained for the strongest force on any atom is 0.18 eV/A. Its total energy is -7711.63713 a.u.

Here are the Löwdin charges for atoms 1 to 4, given in e: -0.231 0.116 -0.177 -0.174

***

[5]
The following is a quantum chemistry calculation of a single C19H22ClNO4 molecule, from the OMol25 dataset.

Structure (XYZ):
```
47
Properties=species:S:1:pos:R:3
H 0.0917 -4.9453 1.5181
C 2.0499 1.0565 -2.3173
H 3.2832 2.7783 -2.0044
H -1.9516 -1.3064 0.1553
C 0.5394 -0.1702 1.8910
H -5.4881 -0.9136 -1.5102
C -0.7065 0.0082 1.2981
H -1.9865 2.1472 3.6041
C -1.6012 0.8499 1.9556
H -0.4773 1.6800 -2.4757
C 1.0635 -0.9139 -1.2360
C -0.7737 -4.7619 0.8774
C -4.9364 0.0148 -1.6347
C 2.6742 2.0821 -0.0543
H 1.7875 1.3285 -3.3465
C -1.0681 -0.6854 -0.0123
C -2.7105 0.7199 -1.4895
O -3.5983 -0.2654 -1.2637
H 1.2531 -0.8330 1.4266
H 2.9088 0.3849 -2.3494
C 3.8588 1.1577 0.2012
C 0.0839 -1.5134 -0.5224
Cl -3.1938 1.1141 1.3381
C 0.8872 0.4680 3.0682
H -0.6889 -5.3910 -0.0115
O 1.1703 -3.6192 -0.4804
C -0.0124 1.3148 3.6895
H 1.5780 3.0381 -1.6269
H 1.9497 -1.4649 -1.5165
C -1.3474 0.3389 -1.0906
N 0.9467 0.3585 -1.7021
C -0.3172 0.8808 -1.7670
H -5.3511 0.7940 -0.9908
H 1.7802 1.6656 0.4146
O -0.8354 -3.3945 0.5117
H 0.2509 1.8223 4.6047
H 4.0825 1.1276 1.2646
H 2.8692 3.0473 0.4175
O -2.9994 1.7612 -2.0320
C 0.2184 -2.9286 -0.1855
H -1.6960 -4.9759 1.4113
C -1.2630 1.5012 3.1317
H 3.6454 0.1423 -0.1219
C 2.4038 2.3293 -1.5390
H 1.8642 0.3019 3.4963
H 4.7433 1.5125 -0.3239
H -4.9811 0.3561 -2.6712
```

The value obtained for the gap between HOMO and LUMO is 8.835 eV. The relative energy (zero: lowest compared OMol25 entry of this formula, charge and spin) is 0.654 eV. The value obtained for the strongest force on any atom is 0.81 eV/A. Its total energy is -1553.13518 a.u.

Here are the natural (NBO) charges for atoms 1 to 4, given in e: 0.192 -0.201 0.208 0.273

***

[6]
The following is a quantum chemistry calculation of a molecular structure, C30H68O36S7, from the OMol25 dataset.

Structure (XYZ):
```
141
Properties=species:S:1:pos:R:3
C 11.9540 18.5573 12.7110
C 11.9339 15.1000 13.4354
O 15.2511 9.8166 15.1322
H 17.3191 11.3172 12.7753
O 14.6050 19.4263 22.4022
C 13.3502 16.4152 10.2111
H 11.2732 9.5620 14.1463
H 16.6215 19.8803 22.3900
H 16.3786 17.1183 18.9103
O 13.0199 13.9970 21.2720
O 15.0422 14.8366 20.0636
C 19.1083 15.4959 21.0034
O 19.4292 18.5196 19.3142
C 20.2649 15.1415 19.9730
H 12.0719 10.5989 12.0981
H 12.2908 13.1160 17.2387
H 12.3630 18.3461 13.6637
H 10.8810 18.5741 12.8197
C 16.1618 13.0502 13.1869
H 15.4458 22.1696 12.7880
C 12.5063 14.2734 9.4996
H 14.4977 20.5083 18.1670
C 10.6570 15.1633 12.6243
H 21.2090 14.9268 20.4934
H 16.9576 16.7930 11.3990
O 17.0950 12.5175 11.0340
H 15.9850 20.7669 9.6399
O 14.8829 21.0794 15.1135
H 12.3477 19.5209 12.3756
C 12.0826 9.0709 13.6088
H 19.9690 14.3584 19.3373
H 12.7549 11.4352 18.9968
O 15.0839 16.8071 17.3825
O 19.7002 17.9697 12.3107
O 14.0361 17.6815 15.3940
H 19.1250 17.1655 10.6483
C 15.1587 21.0057 10.3006
O 16.4086 17.8446 15.7620
H 17.6638 18.4528 17.3349
H 9.9366 15.8697 13.0635
H 13.9562 13.7651 17.1369
H 15.6204 11.3609 12.0349
O 10.6580 12.0437 14.3079
O 17.8170 14.8763 11.2512
H 12.6283 16.8896 9.5040
O 18.4688 13.0792 17.9845
S 13.8797 10.1201 14.9475
H 22.4540 14.3953 17.6871
O 12.9065 14.2504 18.8773
O 17.7381 17.1780 13.2194
O 10.0547 13.8462 12.8209
S 16.6881 14.0338 10.9733
O 20.6149 14.2025 16.6958
C 21.9799 14.5904 16.6860
H 18.4180 12.9266 15.9484
C 16.1615 21.2515 15.6931
C 15.8531 19.5174 23.0949
O 12.9256 15.0928 10.5613
H 13.1122 17.8533 19.8714
H 11.5690 14.6418 8.9396
O 15.8401 14.3086 9.9076
S 10.3166 13.4342 14.3154
C 18.9616 12.4763 16.8281
H 15.6274 20.3027 23.8417
O 13.7228 10.7297 13.4576
H 17.0075 13.4110 13.7893
C 12.7973 9.9290 12.6438
C 14.8377 21.1920 12.6218
S 20.1399 17.6129 20.1158
H 14.3510 16.3244 9.5770
H 18.1941 16.9886 16.4892
H 14.1910 16.8856 12.2241
O 15.3860 20.3742 11.5172
O 14.3493 12.5211 19.8025
H 15.1949 22.1370 10.4826
C 17.3685 17.6371 11.9271
H 12.4774 18.7667 21.2891
H 22.0254 15.6260 16.4740
C 18.7615 17.9650 11.2650
H 18.6556 11.4101 16.7753
H 13.2643 14.1304 8.7282
H 18.6757 18.9275 10.7020
H 11.7343 8.1505 13.2503
O 13.0905 10.8964 15.8058
H 16.6566 13.1869 19.0717
S 13.8659 14.0484 20.0864
H 20.9433 12.2881 15.8372
C 13.5337 17.2729 11.4115
H 17.0307 11.6217 18.2816
C 17.3101 17.5275 16.9487
C 17.0670 12.6923 18.1940
C 13.6078 12.0304 18.5705
O 12.1449 17.4850 11.8613
O 18.6008 19.2827 13.9553
H 14.3052 11.3972 18.0726
H 15.4010 19.7989 19.3603
O 15.4736 15.7269 15.2017
S 15.1567 16.9372 15.8239
O 19.8104 17.2572 14.5821
H 10.8534 15.2891 11.6159
H 14.5572 17.3615 21.7511
H 21.0125 12.4009 17.6422
O 20.4440 16.3793 19.2520
O 9.2907 13.9540 15.1266
O 11.6397 14.2852 14.5966
H 16.1659 18.5682 23.6152
H 16.8244 21.9562 15.1702
H 15.4798 18.5739 20.7505
C 14.9411 20.3213 13.8905
H 12.7111 14.5877 12.8988
H 16.7350 18.4748 12.1482
H 15.2912 12.8872 13.7878
H 16.7011 20.3052 15.8082
O 13.0386 8.7736 14.7341
H 12.2620 16.0531 13.8326
C 14.6174 18.3971 21.3463
O 21.3171 18.0203 20.8163
H 14.3780 18.7108 18.2646
O 15.7347 14.0706 12.2577
H 13.8384 21.5547 12.3083
C 14.4259 19.7106 18.8330
H 18.1004 15.1953 20.7035
C 20.4858 12.7512 16.7468
C 16.4037 16.7049 17.9128
C 16.5155 11.8885 12.3243
O 19.0448 16.8979 21.0418
H 14.1442 19.6410 13.9391
H 13.4314 9.3193 11.9749
H 14.1945 20.6719 9.8273
C 13.2871 18.6553 20.5924
H 15.9067 19.7730 13.7724
C 13.2159 13.2791 17.7798
H 13.9931 18.2144 10.9414
H 12.3337 13.2768 9.9577
H 16.6843 15.6112 17.9146
H 16.4825 13.0432 17.3179
H 15.8796 21.7312 16.6465
H 22.5861 14.1292 15.7915
S 18.9758 17.9685 13.6962
H 19.3370 15.0507 21.9299
O 13.3585 19.7738 19.7648
```

The value obtained for the gap between HOMO and LUMO is 9.084 eV. The relative energy (zero: lowest compared OMol25 entry of this formula, charge and spin) is 0.000 eV. The value obtained for the strongest force on any atom is 4.31 eV/A. Its total energy is -6679.42497 a.u.

Here are the Löwdin charges for atoms 1 to 4, given in e: -0.108 -0.135 -0.217 0.138